# 1
193
Properties=species:S:1:pos:R:3:forces:R:3:lowdin_charge:R:1 method="wB97M-V/def2-TZVPD" homo_energy_ev=-3.49 total_charge=-1 total_energy_ha=-8163.85358 max_force_ev_per_a=5.74
K -0.81473 3.94858 -2.22865 -0.24 0.08 0.01 0.83
K 1.97022 0.17057 1.01203 0.13 -0.13 0.14 0.85
K -3.74790 0.78908 0.69264 -0.38 -0.47 0.18 0.84
K -3.43127 0.05101 -3.11370 -0.56 -0.27 -0.01 0.86
K -1.85023 -2.10486 -0.47455 0.05 -0.71 0.15 0.78
P -0.71439 1.22985 -0.44486 0.51 -0.26 0.58 0.03
O -1.53043 2.45413 -0.07769 -1.18 1.91 -0.31 -0.44
O 0.72757 1.70835 -0.84872 -0.74 -0.54 0.65 -0.43
O -1.31288 0.46115 -1.66162 0.09 0.42 1.48 -0.47
O -0.79130 0.40900 0.90604 1.04 -0.03 -2.52 -0.46
P -5.11671 -2.31590 -0.90578 -5.28 -1.30 -1.84 0.09
O -6.57007 -1.78523 -1.33342 3.24 -0.80 1.38 -0.47
O -5.11641 -2.94745 0.56715 0.53 1.43 -0.79 -0.44
O -4.13293 -1.13689 -0.94450 1.52 1.17 0.31 -0.70
O -4.65476 -3.43089 -1.92035 0.99 1.36 0.91 -0.39
C -5.78395 -1.58320 3.71587 -0.70 -1.59 -1.88 -0.22
C -7.04810 -2.42032 3.31140 0.06 -0.25 0.03 -0.22
O -6.72608 -3.65433 2.64961 -0.27 0.90 2.07 -0.07
O -5.12315 -1.18655 2.54531 1.21 2.73 -0.05 -0.15
H -5.01016 -2.23880 4.11527 -0.57 -0.27 1.23 0.11
H -5.99931 -0.70752 4.32817 -0.15 -0.07 0.20 0.10
H -7.70870 -1.94680 2.58513 0.26 1.12 0.02 0.12
H -7.70936 -2.55902 4.16673 0.25 -0.58 0.34 0.10
H -6.30609 -3.30883 1.85851 0.52 -0.47 -1.24 0.01
H -5.42548 -1.51538 1.69557 -0.40 -1.26 -0.51 0.02
C 1.22165 4.19390 1.81901 -0.24 1.37 1.77 -0.22
C -0.17347 4.65433 2.26610 1.85 1.55 0.10 -0.24
O -0.92830 4.97715 1.17680 -2.26 -0.42 -1.89 -0.08
O 1.32678 2.80082 1.81316 0.71 0.07 0.29 -0.10
H 1.85298 4.71904 2.53577 0.71 -1.08 0.73 0.11
H 1.59422 4.71549 0.93739 -0.62 -0.38 -0.84 0.12
H -0.13673 5.66995 2.66015 0.78 -0.20 1.34 0.12
H -0.61448 3.94720 2.96865 -0.11 -0.07 -0.06 0.12
H -1.33040 4.15289 0.89304 -0.39 -0.63 -0.92 0.04
H 0.81037 2.52808 1.05122 -0.20 -0.34 -0.73 0.01
C -1.92932 8.87049 1.62272 -0.19 0.00 -0.80 -0.23
C -1.31131 8.70601 0.17298 -2.37 1.01 2.13 -0.19
O -1.53296 7.37376 -0.14636 1.32 -0.43 -0.55 -0.09
O -1.10743 8.40670 2.65828 1.12 0.27 0.63 -0.07
H -2.79484 8.21534 1.72152 -0.53 0.18 -0.97 0.11
H -2.25065 9.87386 1.90213 0.03 0.38 -0.67 0.11
H -0.26709 9.00953 0.09820 -0.07 0.15 -0.01 0.13
H -1.99888 9.27063 -0.45674 0.48 0.39 -0.29 0.12
H -0.81978 6.93221 0.32054 -0.31 -1.26 0.06 0.08
H -1.36635 9.00888 3.35966 0.58 -0.45 0.61 0.09
C 3.89665 -3.07460 2.86494 1.21 1.01 1.28 -0.19
C 5.03045 -2.42779 3.72984 -1.67 -1.37 1.44 -0.26
O 5.82080 -1.56368 3.03928 0.63 1.49 -1.84 -0.06
O 3.02801 -2.09319 2.33094 0.57 -0.77 -1.42 -0.12
H 3.37131 -3.84000 3.43616 -0.11 0.00 0.06 0.13
H 4.51058 -3.57712 2.11749 -0.71 -0.05 -0.89 0.11
H 5.75549 -3.17174 4.05996 -0.76 -0.76 0.86 0.12
H 4.57935 -1.84054 4.52968 0.02 -0.51 0.46 0.11
H 5.89709 -2.02373 2.20015 0.82 0.82 -0.88 0.08
H 2.65198 -1.52432 3.00664 -0.03 -0.08 1.16 0.02
C -4.05782 5.22984 -0.48826 -1.06 0.82 -0.11 -0.22
C -4.68634 3.98377 -1.10327 0.32 -0.03 -1.67 -0.18
O -3.84002 2.86261 -1.50235 -0.41 1.02 0.82 -0.13
O -3.38884 6.02341 -1.47733 0.30 -1.50 -0.10 -0.07
H -3.60264 5.06634 0.48856 1.28 -0.32 -0.29 0.10
H -4.84616 5.90484 -0.15511 -0.95 -0.42 -0.02 0.12
H -5.01320 4.27829 -2.10052 -0.80 0.41 0.30 0.12
H -5.52459 3.63186 -0.50194 0.00 -0.01 0.09 0.12
H -3.09406 2.89814 -0.89915 1.07 -0.61 0.41 -0.02
H -2.88056 6.71035 -1.03988 0.36 0.04 0.31 0.03
C -1.40998 1.40159 4.01540 -1.16 -2.21 1.74 -0.22
C -1.36992 -0.14352 4.22831 0.43 1.36 -0.86 -0.23
O -0.66418 -0.62983 3.15391 2.02 -1.91 0.19 -0.09
O -2.09443 1.75600 2.82767 -0.16 0.80 1.75 -0.10
H -0.39287 1.75073 4.19341 0.27 0.30 -1.00 0.10
H -1.87723 1.64425 4.96981 -1.03 1.28 -0.39 0.11
H -2.29427 -0.72093 4.24526 -0.56 0.68 0.61 0.13
H -0.77617 -0.27248 5.13325 -0.17 -0.36 0.43 0.11
H -0.85218 -0.11815 2.36369 -0.09 0.04 -0.90 -0.02
H -1.51128 1.62076 2.07716 0.59 -0.23 -0.71 0.01
C -1.00902 5.25495 -5.84768 -0.45 -0.93 0.38 -0.23
C -0.65215 3.75164 -5.77272 -0.58 0.84 -0.52 -0.20
O -1.42657 3.11350 -4.72289 0.68 1.08 -1.05 -0.14
O -0.60689 5.93022 -4.68629 0.38 0.52 1.11 -0.08
H -2.09711 5.31861 -5.85847 -0.12 -0.08 -0.05 0.12
H -0.66329 5.82541 -6.70974 0.27 -0.61 -0.37 0.12
H 0.41248 3.55877 -5.64052 0.12 0.21 0.25 0.10
H -0.91984 3.34718 -6.74887 -0.18 -0.31 -0.10 0.12
H -1.13997 2.20114 -4.80694 -0.02 -0.92 0.53 0.04
H 0.25308 6.33010 -4.83511 0.05 -0.05 0.02 0.09
C 3.49244 3.25302 -3.74767 2.11 1.76 1.21 -0.29
C 3.07941 3.32399 -2.30825 2.79 2.36 0.25 -0.30
O 3.27663 2.11721 -1.71129 -0.44 -1.50 0.58 -0.05
O 2.40227 2.75716 -4.36590 -1.67 -0.83 -2.07 -0.03
H 4.39992 2.68090 -3.94072 0.08 -0.75 0.53 0.12
H 3.88649 4.23664 -4.00322 -1.03 0.60 -0.88 0.12
H 2.09144 3.77542 -2.21744 -0.32 -0.39 -0.04 0.11
H 3.74613 4.05064 -1.84395 0.19 0.29 0.46 0.11
H 2.39452 1.81519 -1.48266 -0.91 -0.69 0.71 0.02
H 2.13299 2.17396 -3.65247 -1.15 -0.93 -0.64 0.07
C -4.80437 -4.70096 -4.88253 1.10 -2.17 -0.73 -0.27
C -3.50762 -3.94414 -4.58080 -0.46 0.82 0.83 -0.23
O -3.85479 -2.58199 -4.33629 1.14 1.12 -1.59 -0.15
O -5.47392 -5.13479 -3.73976 -0.05 0.41 -0.21 -0.07
H -4.54174 -5.67465 -5.29612 0.35 0.06 -1.22 0.10
H -5.45996 -4.15537 -5.56121 0.15 0.33 -0.15 0.11
H -2.67185 -4.01218 -5.27719 -0.49 0.13 -0.81 0.11
H -3.03269 -4.24996 -3.64860 -0.37 -0.82 0.26 0.10
H -4.20542 -2.58389 -3.44261 -0.78 -0.54 1.53 -0.01
H -5.06519 -4.52288 -3.12323 -0.87 0.45 2.35 0.00
C -2.86139 5.58589 4.43297 -1.43 -1.34 -0.26 -0.21
C -3.63143 4.46076 3.73157 -0.21 -0.70 -1.90 -0.22
O -5.05007 4.67859 3.59792 -0.22 0.91 0.88 -0.08
O -3.70159 5.98721 5.51905 0.85 0.17 -0.30 -0.05
H -2.62019 6.37026 3.71556 -0.04 0.35 0.29 0.10
H -1.95802 5.07782 4.77043 0.27 0.46 0.26 0.11
H -3.50482 3.48883 4.20846 0.33 0.10 0.17 0.11
H -3.37190 4.38496 2.67564 1.22 -0.24 0.17 0.10
H -5.37844 4.01959 2.98189 -0.05 -0.03 0.15 0.09
H -4.50488 5.51632 5.28539 -0.71 0.35 0.53 0.05
C 4.00029 0.90992 4.49803 -1.05 -0.03 0.87 -0.24
C 2.50918 0.71284 4.79574 -0.74 -0.19 0.98 -0.16
O 2.05807 -0.69060 4.59018 1.19 1.87 -0.15 -0.07
O 4.22958 0.70567 3.14362 0.06 -0.15 -0.58 -0.08
H 4.59338 0.19680 5.07055 -0.11 -0.17 0.29 0.12
H 4.40587 1.87956 4.78683 -0.59 0.35 0.21 0.12
H 1.85908 1.43881 4.30743 0.27 -0.27 -1.33 0.10
H 2.19413 1.00418 5.79773 0.82 -0.40 0.75 0.11
H 1.12200 -0.60393 4.39563 -0.58 -0.33 -0.39 0.04
H 4.78122 -0.07879 3.18751 0.55 -0.43 -1.33 0.03
C 1.16996 -1.08574 -3.45201 -2.46 -0.04 0.64 -0.12
C -0.04248 -0.74424 -4.41695 1.69 -0.18 1.36 -0.18
O -0.51073 0.54756 -4.04791 0.20 -0.08 -2.10 -0.13
O 0.59899 -1.27673 -2.06945 2.29 -0.94 -1.99 -0.13
H 1.86710 -0.25726 -3.57737 0.18 0.13 0.67 0.10
H 1.67622 -2.01906 -3.69844 -0.18 -0.01 0.03 0.11
H -0.78606 -1.52600 -4.26190 -0.29 0.03 -0.28 0.12
H 0.30155 -0.68813 -5.44972 -0.13 -0.15 -0.02 0.12
H -0.70617 0.53861 -3.10806 -0.45 0.18 1.35 -0.03
H 0.04779 -0.53543 -1.80823 -0.40 0.69 -0.38 -0.04
C -4.22719 -6.18777 0.96616 -1.34 0.97 -0.98 -0.18
C -3.21498 -5.45869 1.91288 -1.30 0.13 0.32 -0.22
O -2.83653 -4.17066 1.45731 1.56 -0.74 -0.08 -0.13
O -5.48845 -5.44804 0.77191 1.41 -2.66 1.34 -0.09
H -4.50538 -7.20608 1.23777 0.09 0.05 0.91 0.10
H -3.93861 -6.34180 -0.07360 1.22 0.31 -0.09 0.09
H -2.32263 -5.97333 2.26922 0.33 -0.49 -0.94 0.10
H -3.70102 -5.31108 2.87727 -0.72 -0.06 0.11 0.11
H -3.62750 -3.66802 1.24910 -1.28 0.70 -0.44 0.01
H -5.27188 -4.51376 0.81439 -0.09 1.08 -0.68 -0.03
C 5.86592 -1.20656 -3.92516 -0.41 0.30 0.36 -0.08
O 6.01315 -1.59739 -2.54140 -0.80 1.43 -1.89 -0.19
C 7.16254 -2.31980 -2.25990 -0.06 0.20 1.05 -0.24
C 7.23179 -2.33869 -0.73645 0.87 -0.75 1.33 -0.20
N 7.10245 -1.04902 -0.01961 -1.11 0.04 -0.48 -0.06
C 7.99123 0.07871 -0.30323 0.45 -0.88 -0.46 -0.20
C 7.86658 1.31144 0.62365 -0.93 -1.20 -0.20 -0.20
O 7.05716 2.38074 0.21792 0.50 1.22 -1.23 -0.20
C 5.62967 2.37624 0.32412 1.21 -0.56 1.07 -0.06
H 5.75280 -2.06379 -4.58884 -0.16 -0.18 0.12 0.09
H 6.62260 -0.56066 -4.37052 1.01 -0.24 0.60 0.08
H 5.02060 -0.52464 -4.01750 -0.52 -0.55 0.38 0.08
H 8.06342 -1.80345 -2.59138 0.16 0.05 -0.45 0.12
H 7.08122 -3.30247 -2.72448 0.36 -0.32 0.16 0.13
H 8.08404 -2.93198 -0.40510 0.95 0.59 -0.21 0.11
H 6.51941 -2.96503 -0.19950 -1.00 -0.02 -0.83 0.10
H 6.23021 -0.73787 -0.42270 -0.72 0.13 0.45 0.08
H 7.89636 0.37721 -1.34726 0.12 0.36 -0.24 0.12
H 8.98298 -0.35653 -0.18031 0.39 0.38 0.04 0.11
H 8.90009 1.65636 0.65505 -0.25 0.54 0.54 0.12
H 7.46232 0.93873 1.56480 0.53 -0.08 0.53 0.12
H 5.37930 2.49767 1.37801 -0.27 -0.49 0.25 0.08
H 5.26847 1.42719 -0.07205 -0.59 0.35 -0.15 0.08
H 5.23722 3.28552 -0.13117 0.19 -0.43 -0.62 0.08
C 1.65097 -7.30371 2.30401 -0.46 -0.52 2.49 -0.15
O 1.25451 -6.09373 1.75906 0.86 -0.78 -0.77 -0.18
C 1.90936 -5.84809 0.53069 -2.37 1.81 -0.55 -0.20
C 0.99153 -4.66941 -0.03266 0.92 -1.86 -1.79 -0.16
N -0.40592 -4.99067 -0.41830 -0.17 -0.19 -0.33 -0.03
C -0.74139 -6.04433 -1.48975 0.86 0.69 1.68 -0.14
C -0.17139 -5.61910 -2.85488 -0.81 -1.87 0.07 -0.16
O -0.18164 -6.73658 -3.78834 0.70 -0.19 -0.18 -0.19
C 0.60581 -7.87360 -3.42540 -0.02 0.87 1.76 -0.12
H 0.87749 -7.57038 3.02423 -0.38 -0.29 -0.17 0.09
H 2.49037 -7.19149 2.99023 0.76 0.15 -0.28 0.08
H 1.83157 -8.17875 1.67966 -0.11 0.36 -0.68 0.09
H 1.88520 -6.72008 -0.12287 -0.12 -0.21 -0.05 0.10
H 2.94444 -5.51881 0.62175 0.21 0.13 0.30 0.11
H 1.44685 -4.35283 -0.97104 0.37 0.34 0.06 0.09
H 1.13387 -3.86003 0.68339 -0.80 0.07 0.02 0.11
H -1.00858 -5.06824 0.38848 -0.19 -0.10 -0.03 0.06
H -1.79218 -6.33373 -1.50375 -0.57 1.50 -0.22 0.12
H -0.46660 -7.04374 -1.15243 1.43 -0.15 -0.14 0.09
H 0.84065 -5.23388 -2.73046 0.07 0.11 -0.18 0.10
H -0.84659 -4.91305 -3.33831 0.29 0.25 0.21 0.11
H 0.12331 -8.40825 -2.60721 -0.64 -0.76 -0.55 0.07
H 1.48785 -7.60246 -2.84524 0.71 0.68 -0.40 0.07
H 0.94909 -8.51807 -4.23467 -0.65 0.33 -0.26 0.08

---

# 2
111
Properties=species:S:1:pos:R:3:forces:R:3:lowdin_charge:R:1 method="wB97M-V/def2-TZVPD" homo_energy_ev=-1.39 total_charge=-1 relative_energy_kcal_mol=39.6 total_energy_ha=-2401.30366 max_force_ev_per_a=2.34
Cs 0.94783 0.45981 -1.28614 -0.72 1.43 0.28 1.55
C -0.21258 7.22481 1.05711 0.02 -0.03 -0.03 -0.07
C 0.27060 6.22521 2.10800 0.01 0.04 0.04 -0.39
C 1.25104 6.89334 3.07609 -0.02 0.00 -0.02 -0.07
C -0.88039 5.57103 2.84570 -0.04 0.02 -0.03 -0.14
C -1.67187 6.34127 3.68690 0.00 -0.03 0.04 -0.08
C -2.67658 5.78207 4.46422 0.01 0.03 -0.02 -0.12
C -2.88605 4.41288 4.37672 0.02 -0.02 -0.03 -0.08
C -2.13263 3.61050 3.53173 -0.01 0.00 0.09 -0.16
C -2.46083 2.13805 3.41700 -0.01 -0.05 0.01 -0.38
C -3.87087 1.94080 2.85453 0.03 0.00 0.00 -0.07
C -2.30316 1.41086 4.75341 0.02 0.01 -0.03 -0.07
C -1.09469 4.16513 2.73114 -0.02 0.09 -0.06 -0.22
N -0.31496 3.36701 1.94367 -0.12 -0.13 0.00 0.02
C -0.26555 3.60931 0.61981 0.13 -0.06 -0.02 -0.26
C 0.70947 3.24874 -0.27438 0.16 0.60 0.14 -0.39
N 1.89711 2.60179 0.05797 0.04 0.26 0.26 -0.15
C 2.93950 2.53375 -0.75766 0.17 0.48 0.28 -0.38
C 3.36105 3.46435 -1.79411 0.12 -0.19 -0.09 -0.13
C 4.39880 3.09389 -2.64261 -0.01 -0.04 0.05 -0.09
C 5.12249 1.91071 -2.52813 -0.01 -0.01 -0.04 -0.15
C 4.81809 1.07502 -1.45387 -0.08 -0.07 -0.07 -0.10
C 3.77901 1.35127 -0.58976 0.23 -0.02 0.08 -0.26
C 3.50426 0.47574 0.62109 0.32 0.00 0.07 -0.45
C 4.01768 -0.96071 0.48826 0.01 0.13 0.06 -0.09
C 4.07606 1.13830 1.87777 -0.07 0.01 0.02 -0.06
C 2.94374 4.93047 -1.91285 -0.04 0.00 -0.04 -0.38
C 1.79467 5.22681 -2.88773 0.00 0.01 0.03 -0.07
C 2.73078 5.63621 -0.57488 0.01 0.00 0.03 -0.07
H 0.63232 7.68571 0.53772 0.00 0.00 0.00 0.06
H -0.80327 8.02161 1.51869 -0.01 0.01 0.00 0.07
H -0.83888 6.72804 0.31353 0.00 0.00 0.00 0.07
H 0.80982 5.42776 1.60101 0.00 0.02 0.05 0.09
H 0.79320 7.74913 3.58094 0.01 0.00 0.01 0.06
H 2.13515 7.25095 2.54054 -0.01 0.01 -0.01 0.07
H 1.57615 6.18509 3.83982 0.01 0.00 0.00 0.08
H -1.48454 7.40955 3.75580 0.01 0.01 -0.01 0.10
H -3.28403 6.39834 5.11675 0.01 0.00 0.01 0.08
H -3.68020 3.96114 4.96583 0.00 0.00 0.00 0.09
H -1.74055 1.72200 2.70911 0.01 0.03 -0.01 0.11
H -4.62555 2.32508 3.54771 0.00 0.01 -0.01 0.07
H -4.08239 0.88441 2.66971 -0.01 0.00 0.01 0.02
H -3.97992 2.47673 1.91030 0.00 -0.01 -0.01 0.08
H -3.01158 1.78688 5.49746 0.00 0.01 0.00 0.07
H -1.29539 1.54925 5.14880 0.00 -0.01 0.00 0.08
H -2.48216 0.33651 4.64153 -0.01 -0.03 0.00 0.04
H -1.10061 4.16794 0.16617 -0.05 -0.06 0.00 0.11
H 0.50131 3.48136 -1.32016 0.09 0.10 0.01 0.05
H 4.70435 3.80896 -3.40386 -0.01 0.01 0.00 0.10
H 5.94326 1.68921 -3.20004 0.00 0.01 -0.01 0.07
H 5.42825 0.18775 -1.29604 -0.01 0.01 0.05 0.08
H 2.42235 0.44523 0.77104 0.21 0.07 0.26 0.04
H 5.11033 -1.00211 0.53424 0.00 -0.02 -0.01 0.08
H 3.68954 -1.40124 -0.45612 0.02 0.00 0.09 0.03
H 3.63169 -1.57013 1.31068 0.02 -0.01 0.00 0.08
H 5.15655 1.27025 1.77050 0.01 -0.01 0.02 0.08
H 3.88512 0.53363 2.76995 -0.01 0.00 0.00 0.07
H 3.60671 2.11237 2.01544 0.00 0.00 -0.01 0.08
H 3.82373 5.40745 -2.35791 0.00 -0.01 -0.04 0.11
H 0.82767 4.96776 -2.45973 -0.01 0.01 -0.02 0.05
H 1.92336 4.66894 -3.81805 0.01 0.01 -0.01 0.07
H 1.77308 6.29417 -3.13072 0.00 0.00 0.01 0.07
H 1.75426 5.39995 -0.15780 0.04 -0.01 -0.03 0.04
H 2.80194 6.71949 -0.71483 -0.02 0.01 0.01 0.07
H 3.48590 5.33133 0.15244 0.01 0.01 -0.01 0.09
N -0.17965 -2.96882 -0.20233 0.15 -0.16 -0.16 0.08
C 0.99642 -3.41698 -0.94357 -0.27 0.00 0.05 -0.31
C 0.77689 -4.77871 -1.63068 0.21 0.02 -0.03 -0.14
C 1.98408 -5.34499 -2.39577 -0.09 -0.01 0.00 -0.16
C 3.27022 -5.43681 -1.55894 0.10 0.06 0.05 -0.15
N 4.05729 -4.20859 -1.65113 -0.28 0.03 0.09 0.09
C 4.90580 -3.93524 -2.61471 0.30 -0.11 -0.02 -0.44
N 5.31247 -2.66979 -2.77792 -0.14 0.00 -0.14 0.22
N 5.46658 -4.91848 -3.37374 -0.15 0.20 -0.15 0.19
C 1.34487 -2.34369 -1.99398 0.02 -0.54 -0.19 -0.77
O 2.56985 -2.20702 -2.28757 -0.08 0.02 0.06 -0.10
O 0.41775 -1.66933 -2.45017 -0.52 -1.98 -1.13 -0.31
H -0.71200 -3.75717 0.15092 0.04 0.03 0.00 0.05
H -0.78060 -2.47164 -0.85658 0.03 -0.05 0.03 0.07
H 1.83583 -3.49170 -0.24181 0.02 0.00 0.00 0.13
H -0.06609 -4.67499 -2.31819 -0.02 0.00 0.01 0.12
H 0.47346 -5.49930 -0.86295 0.01 0.00 0.02 0.12
H 2.17941 -4.71764 -3.27040 0.02 -0.04 -0.02 0.12
H 1.73203 -6.34160 -2.76602 -0.04 -0.01 0.02 0.11
H 3.89394 -6.29097 -1.82545 -0.02 0.00 -0.07 0.11
H 3.01888 -5.56486 -0.50553 0.03 -0.06 0.01 0.13
H 3.47504 -3.35700 -1.46727 0.03 0.07 -0.10 0.09
H 4.70698 -1.95206 -2.38241 0.02 -0.01 0.06 0.10
H 5.71003 -2.41093 -3.66578 0.09 -0.01 0.04 0.12
H 4.88426 -5.71436 -3.57701 0.06 -0.05 0.13 0.10
H 6.01384 -4.61024 -4.16078 0.03 -0.02 0.03 0.11
C -4.29668 -1.95550 3.07318 0.05 -0.04 0.00 -0.30
P -2.89582 -1.70697 1.89783 0.02 0.02 -0.09 0.92
C -1.50408 -2.28155 2.95214 -0.04 0.05 0.04 -0.29
C -3.16985 -3.18591 0.82821 -0.01 -0.01 0.02 -0.42
C -2.92671 -4.49804 1.23415 -0.04 -0.03 0.02 -0.12
C -3.10620 -5.56134 0.36031 0.01 0.02 0.01 -0.10
C -3.54095 -5.32873 -0.93881 0.00 -0.01 0.00 -0.10
C -3.79632 -4.03085 -1.35465 0.01 0.02 0.00 -0.09
C -3.60599 -2.96988 -0.47744 0.01 -0.02 0.01 -0.12
H -5.24034 -1.77892 2.55644 0.00 0.00 0.00 0.04
H -4.21433 -1.23064 3.88409 0.00 0.00 0.00 0.02
H -4.29760 -2.96600 3.48866 -0.02 0.01 0.02 0.03
H -1.76982 -3.12589 3.59218 0.03 -0.02 -0.01 0.03
H -1.20360 -1.44586 3.58518 -0.01 0.00 0.03 0.03
H -0.65719 -2.53597 2.31402 -0.02 0.02 0.00 0.02
H -2.58258 -4.69349 2.24313 0.00 -0.01 0.00 0.10
H -2.90722 -6.57341 0.69206 0.00 0.00 0.00 0.10
H -3.67789 -6.15699 -1.62288 0.00 0.00 0.00 0.10
H -4.12878 -3.84046 -2.36734 0.00 0.01 0.00 0.10
H -3.77466 -1.95245 -0.81202 -0.01 0.00 -0.01 0.10